Entry 1:
{
  "formula": "C35H48N2O2P2PdSi2",
  "method": "the ωB97M-V functional and the def2-TZVPD basis",
  "e_homo_ev": -0.221,
  "energy_ev": -81961.9087,
  "gap_ev": 4.943,
  "charge": -2,
  "relative_energy_kcal_mol": 29.8,
  "multiplicity": 1,
  "elements": ["Pd", "C", "Si", "C", "C", "N", "P", "C", "P", "N", "Si", "C", "C", "C", "C", "C", "C", "C", "C", "C", "C", "C", "C", "C", "C", "C", "C", "C", "C", "C", "C", "C", "C", "C", "C", "C", "C", "C", "H", "H", "H", "H", "H", "H", "H", "H", "H", "H", "H", "H", "H", "H", "H", "H", "H", "H", "H", "H", "H", "H", "H", "H", "H", "H", "H", "H", "H", "H", "H", "H", "H", "H", "H", "H", "H", "H", "C", "O", "C", "C", "O", "C", "H", "H", "H", "H", "H", "H", "H", "H", "H", "H"],
  "xyz": [[-0.275, 1.008, 0.133], [-1.526, -1.618, -4.514], [-0.416, -0.096, -4.172], [-1.488, 1.382, -4.745], [0.988, -0.206, -5.469], [-0.056, 0.057, -2.552], [1.198, -0.090, -1.556], [0.923, -0.823, -0.043], [1.204, -0.361, 1.564], [-0.044, -0.600, 2.567], [-0.509, -0.087, 4.089], [-1.528, -1.486, 4.893], [0.780, 0.371, 5.438], [-1.668, 1.443, 4.126], [2.101, 1.188, 2.042], [1.319, 2.315, 2.316], [1.905, 3.494, 2.745], [3.288, 3.575, 2.881], [4.072, 2.475, 2.580], [3.482, 1.285, 2.164], [2.371, -1.640, 2.265], [2.959, -1.541, 3.527], [3.577, -2.630, 4.123], [3.624, -3.851, 3.462], [3.076, -3.956, 2.191], [2.450, -2.864, 1.606], [2.160, 1.458, -1.950], [2.897, 1.521, -3.136], [3.413, 2.724, -3.593], [3.225, 3.889, -2.861], [2.502, 3.840, -1.677], [1.951, 2.642, -1.244], [2.322, -1.383, -2.269], [1.661, -2.571, -2.606], [2.359, -3.695, -3.011], [3.749, -3.667, -3.071], [4.421, -2.511, -2.702], [3.715, -1.386, -2.293], [-2.137, -1.466, -5.411], [-2.194, -1.784, -3.666], [-0.936, -2.529, -4.655], [-1.641, 1.368, -5.830], [-1.029, 2.339, -4.482], [-2.473, 1.351, -4.269], [0.611, -0.492, -6.456], [1.729, -0.948, -5.158], [1.501, 0.754, -5.564], [-0.983, -2.433, 4.869], [-2.477, -1.642, 4.373], [-1.751, -1.254, 5.941], [1.296, -0.521, 5.802], [0.301, 0.856, 6.295], [1.534, 1.058, 5.043], [-2.304, 1.466, 3.238], [-1.095, 2.374, 4.143], [-2.311, 1.434, 5.013], [0.241, 2.225, 2.209], [1.292, 4.355, 2.994], [3.750, 4.501, 3.207], [5.150, 2.537, 2.683], [4.089, 0.420, 1.927], [2.921, -0.595, 4.050], [4.009, -2.536, 5.115], [4.081, -4.713, 3.937], [3.130, -4.900, 1.657], [2.007, -2.930, 0.616], [3.036, 0.618, -3.713], [3.960, 2.761, -4.529], [3.631, 4.828, -3.223], [2.363, 4.744, -1.093], [1.331, 2.598, -0.350], [0.578, -2.580, -2.536], [1.824, -4.597, -3.292], [4.304, -4.545, -3.385], [5.505, -2.475, -2.742], [4.256, -0.498, -1.984], [-2.955, -1.952, 0.486], [-2.865, -1.045, -0.597], [-3.893, -0.125, -0.655], [-3.929, 0.922, 0.467], [-2.805, 1.759, 0.718], [-2.214, 2.421, -0.413], [-3.941, -2.449, 0.486], [-2.773, -1.466, 1.447], [-2.152, -2.668, 0.332], [-4.872, -0.640, -0.621], [-3.805, 0.371, -1.627], [-4.103, 0.414, 1.418], [-4.792, 1.575, 0.244], [-3.031, 2.775, -1.059], [-1.495, 1.779, -1.013], [-1.698, 3.293, -0.006]],
  "lowdin_charge": [0.322, -0.200, 0.279, -0.205, -0.193, -0.261, 0.536, -0.435, 0.527, -0.250, 0.283, -0.209, -0.199, -0.194, -0.287, -0.146, -0.102, -0.124, -0.107, -0.093, -0.262, -0.115, -0.117, -0.137, -0.111, -0.087, -0.244, -0.119, -0.112, -0.132, -0.105, -0.099, -0.291, -0.116, -0.110, -0.135, -0.118, -0.104, 0.004, 0.009, 0.004, 0.004, 0.010, 0.002, 0.010, 0.009, 0.004, 0.010, 0.003, 0.004, 0.006, 0.011, 0.006, -0.002, 0.005, 0.009, 0.070, 0.092, 0.083, 0.088, 0.103, 0.078, 0.086, 0.079, 0.087, 0.081, 0.078, 0.088, 0.081, 0.090, 0.054, 0.092, 0.088, 0.079, 0.085, 0.098, -0.099, -0.195, -0.247, -0.206, -0.238, -0.138, 0.080, 0.071, 0.090, 0.116, 0.117, 0.112, 0.115, 0.088, 0.042, 0.078]
}

=====

Entry 2:
{
  "formula": "C4H11N3O2",
  "method": "the ωB97M-V functional and the def2-TZVPD basis",
  "e_homo_ev": -8.521,
  "smiles": "[H]/N=C(\\N)NC.CC(=O)O",
  "energy_ev": -12890.4891,
  "gap_ev": 9.394,
  "relative_energy_kcal_mol": 54.0,
  "multiplicity": 1,
  "elements": ["H", "N", "C", "N", "N", "C", "H", "H", "H", "H", "H", "H", "C", "C", "O", "O", "H", "H", "H", "H"],
  "xyz": [[-1.556, 1.934, 1.176], [-1.244, 1.107, 0.747], [-1.600, -0.021, 1.110], [-2.600, -0.233, 2.107], [-0.920, -1.151, 0.600], [-1.387, -2.558, 0.286], [-3.000, -1.137, 2.147], [-2.643, 0.246, 2.955], [0.056, -1.089, 0.486], [-1.787, -2.652, -0.689], [-1.957, -2.963, 1.121], [-0.436, -3.155, 0.079], [2.982, 0.957, -2.239], [1.860, 0.660, -1.188], [1.004, -0.298, -1.185], [1.885, 1.732, -0.291], [3.818, 1.606, -1.935], [2.270, 1.620, -2.940], [3.233, 0.129, -2.800], [1.102, 1.691, 0.218]],
  "nbo_charge": [0.351, -0.775, 0.607, -0.879, -0.658, -0.415, 0.372, 0.391, 0.418, 0.197, 0.186, 0.209, -0.709, 0.803, -0.621, -0.699, 0.244, 0.242, 0.227, 0.509]
}

=====

Entry 3:
{
  "formula": "C3H9N2O",
  "method": "the ωB97M-V functional and the def2-TZVPD basis",
  "e_homo_ev": -14.878,
  "smiles": "CNC(=[NH2+])OC",
  "energy_ev": -8276.0141,
  "gap_ev": 11.256,
  "charge": 1,
  "relative_energy_kcal_mol": 70.6,
  "multiplicity": 1,
  "elements": ["C", "N", "C", "N", "O", "C", "H", "H", "H", "H", "H", "H", "H", "H", "H"],
  "xyz": [[2.426, -0.170, -0.494], [1.005, -0.452, -0.631], [0.063, -0.158, 0.251], [0.012, 0.496, 1.415], [-1.350, -0.715, -0.433], [-2.542, -0.027, -0.190], [3.045, -0.990, -1.052], [2.750, 0.771, -1.066], [2.538, -0.041, 0.585], [0.681, -0.618, -1.583], [0.785, 0.989, 1.840], [-0.845, 0.601, 1.925], [-3.038, 0.172, -1.100], [-2.243, 0.837, 0.280], [-3.287, -0.697, 0.255]],
  "nbo_charge": [-0.437, -0.531, 0.826, -0.771, -0.491, -0.262, 0.263, 0.240, 0.213, 0.460, 0.445, 0.452, 0.212, 0.171, 0.208]
}

=====

Entry 4:
{
  "formula": "C28H48ErF6OP2",
  "method": "the ωB97M-V functional and the def2-TZVPD basis",
  "e_homo_ev": [-9.953, -9.954],
  "energy_ev": -94362.2676,
  "gap_ev": [6.800, 6.824],
  "charge": 1,
  "multiplicity": 4,
  "elements": ["Er", "C", "C", "C", "C", "C", "C", "H", "H", "H", "C", "H", "H", "H", "C", "H", "H", "H", "C", "H", "H", "H", "C", "H", "H", "H", "C", "C", "C", "C", "C", "C", "C", "C", "H", "H", "H", "H", "H", "H", "H", "H", "H", "H", "H", "H", "P", "C", "H", "H", "H", "C", "H", "H", "H", "C", "H", "H", "H", "P", "C", "H", "H", "H", "C", "H", "H", "H", "C", "H", "H", "H", "C", "C", "O", "C", "F", "F", "F", "C", "F", "F", "F", "H", "H", "H"],
  "xyz": [[0.218, 0.079, -0.007], [-0.375, -2.530, 0.077], [1.049, -2.327, 0.190], [0.044, -1.613, 2.150], [-0.946, -2.234, 1.346], [1.288, -1.648, 1.455], [-1.099, -3.250, -1.004], [-0.668, -3.066, -1.997], [-2.145, -2.922, -1.038], [-1.102, -4.339, -0.836], [-2.198, -2.819, 1.856], [-2.973, -2.896, 1.090], [-2.610, -2.239, 2.683], [-2.019, -3.840, 2.239], [-0.161, -1.254, 3.568], [-0.245, -2.151, 4.203], [-1.093, -0.691, 3.672], [0.652, -0.631, 3.955], [2.601, -1.272, 2.047], [3.160, -2.151, 2.398], [2.479, -0.593, 2.896], [3.235, -0.756, 1.319], [2.048, -3.099, -0.574], [2.172, -4.110, -0.153], [3.030, -2.627, -0.526], [1.759, -3.230, -1.624], [1.090, 1.091, -2.257], [1.188, -0.274, -2.330], [2.317, -0.921, -3.105], [3.668, -1.064, -2.355], [3.818, -0.205, -1.135], [3.776, 1.130, -1.219], [3.558, 1.854, -2.521], [2.073, 1.965, -2.993], [2.510, -0.376, -4.045], [4.491, -0.853, -3.061], [1.995, -1.924, -3.423], [2.048, 1.773, -4.081], [0.182, 1.631, -1.909], [0.320, -0.955, -2.132], [1.752, 3.010, -2.899], [3.971, 2.871, -2.428], [4.087, 1.747, -0.373], [4.156, 1.390, -3.322], [3.814, -2.116, -2.090], [4.192, -0.704, -0.238], [-2.228, 0.303, -2.102], [-3.882, -0.368, -1.708], [-4.634, 0.045, -2.396], [-4.155, -0.128, -0.680], [-3.857, -1.462, -1.800], [-2.665, 2.047, -2.483], [-3.594, 2.071, -3.069], [-1.847, 2.513, -3.047], [-2.807, 2.629, -1.568], [-2.092, -0.354, -3.811], [-1.149, -0.024, -4.262], [-2.941, -0.004, -4.418], [-2.093, -1.451, -3.770], [1.690, 2.463, 0.997], [3.248, 2.357, 1.975], [3.765, 3.326, 1.973], [3.907, 1.573, 1.588], [2.968, 2.093, 3.005], [2.031, 3.729, -0.290], [2.774, 3.365, -0.993], [2.383, 4.666, 0.157], [1.098, 3.915, -0.836], [0.896, 3.701, 2.078], [1.570, 4.564, 2.195], [0.668, 3.258, 3.049], [-0.030, 4.028, 1.593], [-3.147, 2.433, 0.844], [-2.451, 1.489, 1.779], [-1.369, 0.839, 1.173], [-2.057, 2.237, 3.129], [-2.976, 2.161, 4.135], [-0.888, 1.746, 3.625], [-1.880, 3.579, 2.901], [-3.552, 0.482, 2.272], [-4.734, 1.105, 2.566], [-3.854, -0.445, 1.306], [-3.189, -0.242, 3.368], [-2.406, 3.123, 0.420], [-3.920, 2.986, 1.386], [-3.604, 1.829, 0.045]],
  "lowdin_charge": [1.210, -0.300, -0.329, -0.274, -0.241, -0.325, -0.039, 0.071, 0.065, 0.105, -0.019, 0.080, 0.067, 0.112, -0.019, 0.109, 0.059, 0.079, -0.039, 0.105, 0.073, 0.033, -0.034, 0.109, 0.054, 0.079, -0.206, -0.196, -0.138, -0.170, -0.101, -0.130, -0.166, -0.162, 0.121, 0.130, 0.118, 0.129, 0.065, 0.064, 0.101, 0.116, 0.080, 0.122, 0.092, 0.102, 0.813, -0.254, 0.061, 0.015, 0.047, -0.261, 0.060, 0.046, 0.008, -0.264, 0.038, 0.058, 0.046, 0.830, -0.257, 0.065, 0.021, 0.057, -0.260, -0.004, 0.066, 0.056, -0.276, 0.065, 0.039, 0.045, 0.000, -0.396, -0.315, -0.459, 0.147, 0.118, 0.103, -0.469, 0.138, 0.103, 0.125, 0.099, 0.116, 0.071]
}

=====

Entry 5:
{
  "formula": "CH3N3O4",
  "method": "the ωB97M-V functional and the def2-TZVPD basis",
  "e_homo_ev": -11.398,
  "smiles": "CN([N+](=O)[O-])[N+](=O)[O-]",
  "energy_ev": -13737.5962,
  "gap_ev": 10.794,
  "relative_energy_kcal_mol": 93.1,
  "multiplicity": 1,
  "elements": ["C", "N", "N", "O", "O", "N", "O", "O", "H", "H", "H"],
  "xyz": [[-1.393, -0.030, -0.109], [0.285, 0.009, -0.146], [0.810, 1.245, -0.033], [-0.032, 2.094, -0.030], [2.016, 1.393, 0.083], [0.977, -1.228, 0.052], [0.282, -2.117, 0.438], [2.186, -1.211, -0.167], [-1.701, 0.701, 0.642], [-1.954, 0.190, -0.973], [-1.476, -1.046, 0.243]],
  "nbo_charge": [-0.381, -0.184, 0.632, -0.381, -0.357, 0.642, -0.344, -0.318, 0.232, 0.224, 0.235]
}